Formula: C5H7N
Source: the Open Molecules 2025 dataset
Level of theory: wB97M-V/def2-TZVPD

Summary:
- E (eV) = -6782.711
- multiplicity = 1
- lowest unoccupied orbital energy (eV) = 1.041
- Kohn-Sham gap (Eh) = 0.3703
- net charge = 0

Element x y z (Å)
C 0.325 0.013 1.187
C -0.919 -0.146 0.201
C 0.761 0.684 -0.343
C 0.738 -0.462 -1.280
C -0.286 -1.134 -0.739
H 0.962 -0.842 1.859
H -0.003 0.969 1.753
H -1.976 -0.108 0.825
H -0.974 1.528 0.341
H 1.551 1.381 -0.388
H 1.557 -1.041 -1.977
H -0.992 -1.941 -0.891
N -0.745 1.097 -0.548